Record 1
Below is a molecular structure, C26H30MoN6O5S, with properties calculated with the ωB97M-V functional and the def2-TZVPD basis.

```
69
Properties=species:S:1:pos:R:3:nbo_charge:R:1
Mo -0.28 -0.87 0.77 1.618
C 1.01 6.03 -4.04 -0.646
C 1.09 4.77 -3.22 0.070
C 2.12 3.85 -3.43 -0.220
C 2.22 2.71 -2.65 -0.165
C 1.27 2.50 -1.66 -0.372
C 0.22 3.40 -1.43 -0.179
C 0.14 4.52 -2.23 -0.201
S 1.44 1.15 -0.62 2.305
O 2.64 0.42 -0.91 -0.913
O 1.15 1.53 0.74 -0.925
N 0.16 0.04 -0.86 -0.781
C -0.54 -0.25 -2.06 0.088
C -0.32 0.21 -3.33 -0.155
C -1.19 -0.18 -4.37 -0.179
C -2.26 -1.00 -4.14 -0.143
C -2.51 -1.49 -2.83 -0.099
C -3.60 -2.30 -2.47 -0.047
C -3.76 -2.70 -1.16 -0.259
C -2.82 -2.29 -0.21 0.125
N -1.78 -1.53 -0.52 -0.476
C -1.63 -1.11 -1.82 0.218
H 1.66 5.99 -4.91 0.232
H 1.32 6.88 -3.43 0.247
H -0.01 6.22 -4.37 0.237
H 2.86 4.04 -4.20 0.237
H 3.03 2.00 -2.79 0.253
H -0.51 3.21 -0.65 0.267
H -0.67 5.23 -2.07 0.233
H 0.51 0.87 -3.55 0.246
H -1.00 0.18 -5.37 0.247
H -2.92 -1.28 -4.95 0.243
H -4.31 -2.61 -3.23 0.249
H -4.59 -3.31 -0.86 0.258
H -2.91 -2.60 0.83 0.232
C 2.93 -4.82 2.62 -0.422
N 1.93 -4.27 1.70 -0.315
C 1.14 -5.26 0.95 -0.419
C 1.73 -2.99 1.56 0.837
O 0.77 -2.58 0.78 -0.688
N 2.57 -2.08 2.19 -0.466
C 3.87 -1.90 1.50 -0.415
C 1.92 -0.87 2.63 -0.320
H 2.47 -5.64 3.16 0.234
H 3.26 -4.06 3.31 0.245
H 3.77 -5.21 2.05 0.227
H 1.82 -6.03 0.58 0.232
H 0.64 -4.79 0.11 0.237
H 0.41 -5.71 1.61 0.229
H 4.27 -2.88 1.23 0.218
H 4.56 -1.43 2.19 0.230
H 3.76 -1.29 0.60 0.224
H 1.29 -1.06 3.50 0.238
H 1.30 -0.39 1.85 0.120
H 2.65 -0.11 2.87 0.264
C -2.93 3.45 3.23 -0.402
N -2.46 2.06 3.15 -0.384
C -2.55 1.21 4.20 0.168
C -2.13 -0.08 4.17 -0.406
C -1.57 -0.51 2.96 0.622
O -1.03 -1.64 2.67 -0.677
N -1.50 0.34 1.90 -0.664
C -1.93 1.66 1.92 0.795
O -1.86 2.41 0.98 -0.591
H -3.27 3.64 4.24 0.223
H -3.75 3.60 2.53 0.234
H -2.12 4.12 2.97 0.237
H -2.98 1.64 5.10 0.241
H -2.20 -0.74 5.03 0.269
```

Summary:
HOMO-LUMO gap (spin up / spin down) ... 7.05 / 7.39 eV
Multiplicity ... 3
Highest occupied orbital energy (spin up / spin down) ... -14.1355 / -14.2150 eV
Charge ... +2

---

Record 2
Below is C2H2O4S in the gas phase in a non-equilibrium geometry, with properties calculated with the ωB97M-V functional and the def2-TZVPD basis.

```
9
Properties=species:S:1:pos:R:3:nbo_charge:R:1
C -0.77 -0.62 -0.04 0.759
C -1.93 -0.09 -0.01 -0.655
O 2.26 -0.10 1.28 -0.876
O 2.42 -0.10 -1.17 -0.874
O 0.30 -1.09 -0.04 -0.515
O 0.86 1.41 -0.05 -0.904
S 1.75 0.29 0.01 2.492
H -2.49 0.11 -0.91 0.286
H -2.40 0.19 0.92 0.287
```

Summary:
HOMO-LUMO gap ... 10.82 eV
Highest occupied orbital energy ... -11.1595 eV

---

The records above yield ΔE to the lowest compared entry with this formula, charge and spin values of 86.2; 117.7 kJ/mol, respectively.